Formula: C27H52Cl2N3O3
Source: OMol25
Level of theory: ωB97M-V/def2-TZVPD

Properties
**Frontier orbital gap**: 8.2 eV

Geometry as ORCA input:
```
! RIJCOSX wB97M-V def2-TZVPD def2/J DEFGRID3
* xyz 1 1
C 3.06 -2.94 4.43
O 3.86 -2.69 3.30
C 4.41 -3.83 2.64
C 4.21 -3.74 1.13
C 5.36 -3.05 0.39
C 5.63 -1.61 0.83
C 4.56 -0.61 0.34
C 3.61 -0.07 1.43
C 2.15 -0.53 1.32
C 1.13 0.58 1.57
C 1.17 1.74 0.55
C 0.48 1.51 -0.83
C 1.54 0.98 -1.81
C 2.18 2.06 -2.70
O 3.48 1.57 -3.07
C 1.38 2.35 -3.98
N 1.25 3.75 -4.37
C -0.20 2.82 -1.21
N -1.34 2.83 -0.26
C -1.89 4.08 0.25
C -1.67 1.63 0.09
C -2.64 1.21 1.12
C -4.01 1.90 1.21
C -4.94 1.08 2.13
C -6.08 0.41 1.38
N -5.55 -0.67 0.50
C -6.05 -1.95 0.77
C -6.70 -2.66 -0.38
O -5.96 -2.42 1.88
C -0.82 0.63 -0.68
C -1.55 0.24 -2.01
Cl -3.19 0.98 -2.08
C -1.69 -1.29 -2.18
C -2.83 -1.75 -3.07
Cl -0.17 -1.93 -2.86
H 3.37 -2.29 5.25
H 2.01 -2.72 4.21
H 3.15 -3.97 4.78
H 5.49 -3.84 2.85
H 3.96 -4.74 3.02
H 4.15 -4.77 0.75
H 3.25 -3.28 0.91
H 5.15 -3.04 -0.68
H 6.26 -3.64 0.56
H 6.59 -1.32 0.39
H 5.72 -1.55 1.91
H 3.97 -1.10 -0.45
H 5.06 0.23 -0.14
H 3.66 1.02 1.45
H 3.97 -0.41 2.40
H 1.95 -0.99 0.35
H 1.97 -1.30 2.07
H 0.13 0.14 1.64
H 1.32 1.01 2.55
H 0.79 2.64 1.04
H 2.22 1.94 0.33
H 2.35 0.52 -1.26
H 1.13 0.22 -2.45
H 2.33 2.99 -2.15
H 4.16 2.19 -2.79
H 1.91 1.83 -4.78
H 0.39 1.91 -3.92
H 1.04 4.33 -3.57
H 2.13 4.09 -4.74
H 0.39 3.72 -1.04
H -0.58 2.88 -2.23
H -2.96 4.13 0.09
H -1.40 4.90 -0.25
H -1.68 4.16 1.32
H -2.14 1.36 2.09
H -2.78 0.14 1.02
H -4.46 1.99 0.22
H -3.89 2.89 1.65
H -5.32 1.68 2.96
H -4.36 0.27 2.58
H -6.60 1.14 0.76
H -6.76 -0.03 2.11
H -5.73 -0.45 -0.47
H -7.64 -2.16 -0.63
H -6.06 -2.65 -1.26
H -6.91 -3.68 -0.10
H -0.72 -0.27 -0.09
H -1.04 0.65 -2.88
H -1.81 -1.74 -1.20
H -2.64 -2.79 -3.35
H -3.78 -1.73 -2.54
H -2.88 -1.18 -3.99
*
```

---

Formula: C5H13N5S
Source: OMol25
Level of theory: ωB97M-V/def2-TZVPD

Properties
**Energy relative to the best compared isomer or geometry (same formula, charge and spin)**: 8.129 eV
**Frontier orbital gap (spin up / spin down)**: 6.7 / 6.7 eV

Geometry as ORCA input:
```
! RIJCOSX wB97M-V def2-TZVPD def2/J DEFGRID3
* xyz 2 1
C 3.64 -0.74 -0.39
C 0.27 -2.86 0.51
C -1.03 1.96 1.49
C -2.00 1.59 -0.68
C 0.09 -2.02 -0.69
N 2.61 -0.10 -0.51
N 2.07 0.83 -1.16
N 0.80 1.07 -0.96
N 0.04 0.34 -0.14
N -1.15 0.95 0.31
S 4.86 -1.59 0.17
H -0.64 -3.42 0.80
H 1.21 -3.51 0.65
H 0.12 -2.35 1.53
H -0.80 3.07 1.09
H -2.01 1.88 2.04
H -0.14 1.57 2.19
H -1.45 2.45 -1.17
H -2.42 0.88 -1.53
H -2.93 1.94 -0.14
H -0.98 -1.73 -0.92
H 0.76 -2.10 -1.57
H 0.59 1.89 -1.48
H -1.52 0.00 0.58
*
```

---

Formula: C28H24AuIN2O2S3
Source: OMol25
Level of theory: ωB97M-V/def2-TZVPD

Properties
**Energy relative to the best compared isomer or geometry (same formula, charge and spin)**: 0.000 eV
**Frontier orbital gap**: 6.9 eV

Geometry as ORCA input:
```
! RIJCOSX wB97M-V def2-TZVPD def2/J DEFGRID3
* xyz 0 1
Au 1.83 2.47 0.00
C 2.39 0.06 3.64
C 2.45 0.50 2.21
N 1.80 1.57 1.86
N 1.02 2.17 2.83
C 0.38 3.22 2.46
S 0.45 4.03 0.92
S -0.68 4.00 3.66
C -2.12 2.87 3.51
C -2.85 2.99 2.21
C -3.84 3.96 2.06
C -4.50 4.11 0.86
C -4.17 3.30 -0.22
C -3.19 2.34 -0.08
C -2.53 2.18 1.13
C 3.15 -0.32 1.23
C 3.30 -1.69 1.50
C 3.87 -2.56 0.60
C 4.36 -2.05 -0.61
C 4.25 -0.71 -0.90
C 3.64 0.19 -0.01
O 3.60 1.45 -0.33
H 2.48 0.93 4.29
H 3.17 -0.65 3.87
H 1.41 -0.38 3.86
H -2.75 3.17 4.35
H -1.77 1.85 3.70
H -4.09 4.60 2.90
H -5.27 4.87 0.76
H -4.68 3.43 -1.17
H -2.91 1.72 -0.93
H -1.76 1.43 1.23
H 2.91 -2.09 2.43
H 3.94 -3.61 0.82
H 4.83 -2.72 -1.32
H 4.62 -0.30 -1.83
O 0.92 -0.03 -0.68
S -0.36 -0.21 -1.41
C -1.12 -1.65 -0.64
C -0.51 -2.19 0.47
C -1.10 -3.27 1.11
C -2.30 -3.78 0.64
C -2.91 -3.22 -0.47
C -2.33 -2.14 -1.12
C 0.06 -0.98 -2.98
C 1.22 -1.74 -3.06
C 1.55 -2.31 -4.28
C 0.74 -2.11 -5.39
C -0.41 -1.34 -5.29
C -0.75 -0.76 -4.08
H 0.44 -1.77 0.81
H -0.63 -3.71 1.98
H -2.77 -4.62 1.15
H -3.85 -3.62 -0.84
H -2.80 -1.70 -1.99
H 1.85 -1.86 -2.19
H 2.45 -2.90 -4.37
H 1.01 -2.56 -6.34
H -1.03 -1.17 -6.16
H -1.62 -0.12 -4.00
I 1.49 3.47 -2.34
*
```

---

Formula: C2H3N3O3
Source: OMol25
Level of theory: ωB97M-V/def2-TZVPD

Properties
**Energy relative to the best compared isomer or geometry (same formula, charge and spin)**: 1.094 eV
**Frontier orbital gap**: 9.0 eV

Geometry as ORCA input:
```
! RIJCOSX wB97M-V def2-TZVPD def2/J DEFGRID3
* xyz 0 1
N -2.19 0.11 0.17
C -0.83 0.07 -0.18
N -0.05 -0.99 -0.06
N 1.19 -0.40 -0.19
O 2.27 -1.10 0.09
C 1.23 0.95 -0.04
O 2.05 1.77 0.10
O -0.17 1.25 -0.14
H -2.58 1.01 0.09
H -2.87 -0.60 0.09
H 1.95 -2.07 0.08
*
```

---

Formula: C14H10IrN7O2S5
Source: OMol25
Level of theory: ωB97M-V/def2-TZVPD

Properties
**Energy relative to the best compared isomer or geometry (same formula, charge and spin)**: 0.000 eV
**Frontier orbital gap**: 6.9 eV

Geometry as ORCA input:
```
! RIJCOSX wB97M-V def2-TZVPD def2/J DEFGRID3
* xyz 0 1
Ir -0.80 -1.03 0.65
S -3.05 -1.52 0.51
C -3.38 -0.12 1.47
S -1.86 0.69 1.65
C -4.57 0.28 1.99
C -5.76 -0.48 1.76
N -6.70 -1.10 1.55
C -4.64 1.47 2.78
N -4.65 2.43 3.41
C 3.57 0.37 3.01
C 2.38 -0.38 3.46
N 2.07 -0.71 4.67
N 0.87 -1.38 4.56
C 0.43 -1.47 3.31
S -0.96 -2.19 2.66
N 1.40 -0.84 2.59
N 1.30 -0.71 1.20
H 4.16 0.63 3.89
H 3.28 1.28 2.48
H 4.18 -0.24 2.34
H 0.40 -1.70 5.39
H 1.94 -1.38 0.76
H 1.57 0.25 0.88
O -2.30 -0.40 -2.46
S -0.92 -0.69 -2.25
O -0.52 -2.04 -1.90
N -0.25 0.24 -1.05
C 0.77 0.96 -1.49
S 1.82 1.84 -0.53
C 0.92 0.89 -2.97
C 1.77 1.63 -3.78
C 1.72 1.43 -5.15
C 0.84 0.50 -5.71
C -0.02 -0.24 -4.91
C 0.06 -0.03 -3.55
H 2.44 2.35 -3.33
H 2.36 2.00 -5.80
H 0.82 0.37 -6.78
H -0.71 -0.96 -5.33
*
```

---

Formula: C3H5NO2Si
Source: OMol25
Level of theory: ωB97M-V/def2-TZVPD

Properties
**Energy relative to the best compared isomer or geometry (same formula, charge and spin)**: 3.517 eV
**Frontier orbital gap**: 10.1 eV

Geometry as ORCA input:
```
! RIJCOSX wB97M-V def2-TZVPD def2/J DEFGRID3
* xyz 0 1
O 1.67 1.25 -1.20
C 1.34 0.36 -0.52
N 1.78 -0.95 -0.43
C 1.07 -1.60 0.42
O 0.11 -0.96 1.07
C -0.02 0.31 0.51
Si -1.70 0.72 -0.30
H 1.36 -2.74 0.51
H 0.47 1.11 1.20
H -2.33 -0.58 -0.89
H -1.23 1.74 -1.21
H -2.51 1.35 0.85
*
```

---

Formula: C23H59O6PS5
Source: OMol25
Level of theory: ωB97M-V/def2-TZVPD

Properties
**Frontier orbital gap**: 7.8 eV

Geometry as ORCA input:
```
! RIJCOSX wB97M-V def2-TZVPD def2/J DEFGRID3
* xyz 0 1
C 3.01 -2.37 1.49
C 1.50 -2.13 1.29
C 0.92 -2.93 0.10
C 0.73 -2.10 -1.17
C -0.60 -1.33 -1.18
C -0.71 -0.27 -2.31
C -0.75 1.17 -1.79
C 0.60 1.68 -1.25
C 0.65 1.74 0.29
P 1.79 2.89 1.16
C 3.54 2.65 0.54
C 3.87 1.53 -0.45
O 3.72 2.04 -1.77
C 4.52 1.40 -2.74
C 4.16 -0.07 -2.97
H 3.54 -2.29 0.53
H 3.43 -1.60 2.15
H 3.22 -3.35 1.93
H 1.35 -1.06 1.12
H 0.96 -2.36 2.22
H -0.03 -3.40 0.39
H 1.60 -3.77 -0.12
H 1.58 -1.41 -1.31
H 0.71 -2.77 -2.04
H -1.38 -2.08 -1.36
H -0.82 -0.88 -0.20
H -1.61 -0.47 -2.90
H 0.15 -0.39 -3.00
H -1.06 1.82 -2.62
H -1.53 1.20 -1.02
H 0.83 2.66 -1.67
H 1.39 0.99 -1.58
H 0.78 0.73 0.70
H -0.32 2.10 0.66
H 1.46 4.09 0.51
H 4.16 2.54 1.43
H 3.86 3.58 0.04
H 3.22 0.65 -0.30
H 4.91 1.21 -0.31
H 5.58 1.51 -2.46
H 4.36 1.96 -3.66
H 4.66 -0.44 -3.87
H 4.42 -0.71 -2.13
H 3.08 -0.14 -3.15
C -1.13 -0.12 3.29
S 0.30 0.52 4.16
O 1.25 -0.62 4.32
C -0.52 0.74 5.74
H -0.81 -0.38 2.28
H -1.49 -1.02 3.80
H -1.91 0.64 3.25
H -0.93 -0.22 6.07
H -1.32 1.48 5.64
H 0.23 1.09 6.45
C -2.59 6.47 2.30
S -2.06 5.47 0.90
O -1.02 4.54 1.41
C -1.20 6.80 0.04
H -3.12 5.81 2.98
H -1.72 6.90 2.80
H -3.26 7.25 1.95
H -0.42 7.20 0.69
H -1.92 7.57 -0.24
H -0.75 6.37 -0.85
C -4.60 -5.14 -3.76
S -3.28 -4.48 -2.74
O -3.82 -3.24 -2.10
C -2.22 -3.96 -4.08
H -5.39 -5.49 -3.10
H -4.98 -4.36 -4.42
H -4.21 -5.98 -4.35
H -2.76 -3.26 -4.72
H -1.89 -4.83 -4.65
H -1.35 -3.46 -3.64
C 2.91 -6.48 -2.51
S 2.04 -5.03 -3.12
O 1.18 -5.48 -4.25
C 3.48 -4.23 -3.84
H 2.16 -7.13 -2.05
H 3.39 -6.99 -3.34
H 3.64 -6.17 -1.76
H 3.93 -4.90 -4.58
H 4.19 -3.99 -3.05
H 3.14 -3.32 -4.32
C -5.57 2.63 3.40
S -4.14 3.29 4.27
O -3.17 2.17 4.41
C -4.94 3.47 5.87
H -5.26 2.40 2.39
H -5.91 1.72 3.90
H -6.36 3.38 3.39
H -5.32 2.51 6.19
H -5.75 4.20 5.79
H -4.19 3.83 6.57
*
```

---

Formula: C15H29BClF3IN8O18S
Source: OMol25
Level of theory: ωB97M-V/def2-TZVPD

Properties
**Frontier orbital gap**: 7.3 eV

Geometry as ORCA input:
```
! RIJCOSX wB97M-V def2-TZVPD def2/J DEFGRID3
* xyz 1 1
O -2.23 3.68 -0.79
C -1.78 2.99 0.11
C -2.42 1.65 0.39
C -1.59 0.64 1.15
O -2.26 -0.34 1.86
B -3.44 -0.87 1.27
O -3.45 -2.21 0.93
O -4.53 -0.13 1.08
S -0.63 1.45 2.60
C 0.20 -0.09 2.67
Cl 0.74 -0.66 4.13
N 0.26 -0.75 1.55
C 0.80 -2.12 1.47
C 2.27 -2.25 1.91
C 2.40 -3.20 3.12
I 3.24 -5.11 2.60
C -0.28 0.05 0.43
O 0.68 1.11 0.32
N 0.98 1.50 -1.05
O 1.94 2.13 -1.07
C -0.47 -0.66 -0.91
F -1.21 -1.77 -0.70
F -1.13 0.13 -1.77
F 0.72 -1.04 -1.41
H -0.92 3.38 0.68
H -2.79 1.20 -0.53
H -3.31 1.84 0.98
H -2.88 -2.67 1.54
H -5.19 -0.62 0.57
H 0.70 -2.52 0.47
H 0.15 -2.74 2.08
H 2.72 -1.30 2.17
H 2.84 -2.69 1.12
H 2.99 -2.72 3.89
H 1.44 -3.43 3.56
C -1.76 4.50 -3.49
N -1.43 4.73 -4.93
O -2.34 4.69 -5.72
O -0.27 4.94 -5.19
H -2.82 4.32 -3.40
H -1.19 3.63 -3.17
H -1.46 5.38 -2.94
C 4.79 0.05 -1.07
N 4.73 -1.33 -0.54
O 4.97 -1.50 0.64
O 4.44 -2.21 -1.32
H 5.06 0.72 -0.27
H 5.54 0.07 -1.85
H 3.80 0.29 -1.47
C -5.95 -1.50 -3.46
N -5.51 -0.66 -2.32
O -5.82 -1.01 -1.20
O -4.86 0.33 -2.57
H -6.52 -2.33 -3.07
H -6.57 -0.88 -4.11
H -5.06 -1.83 -3.98
C 5.17 -3.21 7.02
N 3.77 -2.89 6.63
O 3.60 -2.22 5.63
O 2.89 -3.31 7.34
H 5.84 -2.77 6.30
H 5.33 -2.80 8.01
H 5.26 -4.29 7.04
C 9.30 1.62 -1.61
N 7.99 1.09 -1.15
O 7.78 -0.10 -1.30
O 7.22 1.88 -0.66
H 9.88 0.80 -2.02
H 9.10 2.37 -2.36
H 9.80 2.05 -0.75
C -8.31 1.95 -2.95
N -8.67 0.61 -2.42
O -8.57 0.43 -1.23
O -9.03 -0.22 -3.22
H -8.00 2.58 -2.13
H -7.49 1.82 -3.66
H -9.19 2.35 -3.45
*
```

---

E (computed, eV): -64494.08395, -23655.83418, -80798.90577, -12732.86391, -86220.14245, -16652.66682, -100553.32114, -105064.51733